21
Properties=species:S:1:pos:R:3:forces:R:3 method="wB97M-V/def2-TZVPD" orbital_gap_ev="6.92 / 4.33" multiplicity=3 homo_ev="-11.22 / -12.68" charge=+1 e_tot_ev=-21681.406
H 0.684 -0.948 -0.616 0.74 0.74 0.37
N 3.617 -0.270 -0.157 1.21 0.69 1.07
H -3.347 -0.506 -1.575 -0.78 1.18 -0.32
H 2.538 0.914 -1.413 -0.51 -0.42 -0.05
H 1.005 -0.363 1.065 0.90 -0.90 0.61
H -2.736 0.817 1.958 0.43 -0.67 -0.94
H 2.625 1.448 0.159 -0.02 1.82 1.54
H -1.565 -0.492 -1.749 0.09 -0.24 -0.77
N -0.189 1.879 1.369 2.51 -2.05 2.30
C 2.513 0.570 -0.376 -1.24 -1.89 -0.56
H -0.647 2.699 1.393 -1.98 4.14 0.00
O -0.222 1.594 -1.313 -0.03 2.36 -1.86
N -2.128 -0.020 0.096 -3.41 1.38 2.47
C -2.880 0.101 1.112 -0.10 -0.29 0.50
H -3.752 -0.558 1.258 0.10 0.19 -0.38
H -2.499 -1.708 -0.847 0.48 -1.65 -0.03
H 3.526 -1.066 -0.688 0.20 -2.15 -1.56
C -2.411 -0.690 -1.114 1.02 -0.63 0.09
S -0.184 1.102 0.023 0.59 -3.93 -2.53
C 1.118 -0.135 0.021 0.25 1.76 0.01
H 3.893 -0.563 0.774 -0.44 0.56 0.04